Entry 1:
{"formula": "C24H60F4LiN2O20S4", "method": "wB97M-V/def2-TZVPD", "elements": ["Li", "N", "S", "O", "O", "F", "S", "O", "O", "F", "N", "S", "O", "O", "F", "S", "O", "O", "F", "C", "O", "C", "C", "O", "C", "H", "H", "H", "H", "H", "H", "H", "H", "H", "H", "C", "O", "C", "C", "O", "C", "H", "H", "H", "H", "H", "H", "H", "H", "H", "H", "C", "O", "C", "C", "O", "C", "H", "H", "H", "H", "H", "H", "H", "H", "H", "H", "C", "O", "C", "C", "O", "C", "H", "H", "H", "H", "H", "H", "H", "H", "H", "H", "C", "O", "C", "C", "O", "C", "H", "H", "H", "H", "H", "H", "H", "H", "H", "H", "C", "O", "C", "C", "O", "C", "H", "H", "H", "H", "H", "H", "H", "H", "H", "H"], "coordinates": [[-0.3222, 0.2254, -0.7439], [-1.0922, -0.7307, -2.2135], [-1.3718, -0.8930, -3.6719], [-2.6729, -1.4228, -4.1109], [-0.1864, -1.0594, -4.5178], [-1.6672, 0.7312, -3.8577], [-1.1707, -2.4195, -1.9369], [0.1544, -3.1133, -2.0326], [-2.3957, -3.1905, -2.1290], [-1.3287, -2.2211, -0.3890], [-0.3683, 6.3316, 0.0151], [1.1468, 6.9189, 0.4956], [2.2762, 6.0984, 0.0437], [1.2632, 7.7790, 1.6241], [1.2269, 8.0507, -0.6659], [-0.3492, 5.3857, 1.2345], [-0.8114, 5.8163, 2.5662], [0.5692, 4.2358, 1.1879], [-1.7763, 4.7761, 0.7262], [-4.5319, 3.0566, -0.8433], [-5.0079, 2.1929, -1.8830], [-4.2661, 1.0143, -1.9535], [-4.6602, 0.0263, -0.9069], [-5.9846, -0.4222, -1.1560], [-7.0720, 0.4304, -0.8041], [-4.9435, 4.0641, -0.9044], [-3.4443, 2.9915, -0.8133], [-4.7840, 2.7363, 0.1676], [-3.1829, 1.1319, -1.9846], [-4.4989, 0.5662, -2.9195], [-4.4837, 0.4380, 0.0868], [-4.0293, -0.8622, -0.9296], [-7.8692, 0.0948, -1.4674], [-6.9601, 1.5086, -0.9180], [-7.4722, 0.3324, 0.2050], [2.0153, -1.7014, -0.0151], [1.5056, -0.4661, -0.4689], [2.4073, 0.3882, -1.1168], [1.8733, 1.7739, -1.0192], [0.5316, 1.8903, -1.3773], [0.1833, 3.1211, -2.0505], [1.1690, -2.2390, 0.4126], [2.8817, -1.4635, 0.6020], [2.3563, -2.3439, -0.8268], [2.3452, 0.0664, -2.1564], [3.4439, 0.4119, -0.7807], [2.4864, 2.4069, -1.6607], [2.0566, 2.1914, -0.0291], [-0.8480, 3.0351, -2.3928], [0.7086, 3.4100, -2.9608], [0.2623, 4.0091, -1.4233], [1.4575, -0.6263, 5.6071], [1.0184, 0.3777, 4.6325], [0.7950, -0.1287, 3.3174], [0.5607, 0.9444, 2.2240], [-0.5165, 0.5357, 1.3562], [-1.8046, 0.7075, 1.8734], [1.4235, -0.4103, 6.6750], [2.3921, -1.1190, 5.3391], [0.8062, -1.4776, 5.4089], [-0.0372, -0.8300, 3.2574], [1.6951, -0.6442, 2.9825], [1.4528, 0.9178, 1.5983], [0.4429, 2.0071, 2.4358], [-1.8832, 1.3090, 2.7790], [-2.1681, -0.2686, 2.1947], [-2.5193, 1.1289, 1.1665], [4.3276, 0.5936, 2.5733], [4.5551, -0.7497, 2.2748], [5.3970, -1.4619, 3.1723], [5.6219, -2.9616, 2.7912], [4.5673, -3.9077, 3.0298], [3.9680, -3.9881, 4.3161], [3.8172, 0.7814, 3.5178], [3.6442, 0.9838, 1.8191], [5.2246, 1.2072, 2.4896], [5.2148, -1.3143, 4.2368], [6.3838, -1.0519, 2.9570], [6.4253, -3.3448, 3.4203], [6.0214, -3.1762, 1.8000], [3.2894, -3.1501, 4.4753], [4.7561, -4.0710, 5.0645], [3.4335, -4.9241, 4.4784], [-3.7581, -8.5843, 3.8260], [-3.7041, -7.3560, 3.0137], [-2.5840, -7.1879, 2.0681], [-2.4934, -5.7080, 1.5226], [-2.4826, -4.8301, 2.6368], [-2.9350, -3.4867, 2.4102], [-4.6839, -8.5427, 4.3997], [-2.9029, -8.6497, 4.4987], [-3.7968, -9.4538, 3.1698], [-2.7398, -7.8446, 1.2122], [-1.6128, -7.4548, 2.4847], [-3.3394, -5.5192, 0.8618], [-1.5603, -5.5967, 0.9702], [-2.6746, -3.0351, 3.3674], [-4.0197, -3.5150, 2.3067], [-2.4568, -3.0094, 1.5548], [2.8511, 1.0251, -4.9314], [2.6365, 2.3675, -5.4542], [1.7206, 2.5501, -6.5256], [1.7250, 4.0450, -6.9599], [1.2076, 4.9841, -5.9607], [2.2421, 5.6612, -5.2027], [3.6625, 1.1804, -4.2203], [3.0389, 0.2689, -5.6936], [1.9022, 0.6463, -4.5518], [0.7761, 2.3392, -6.0241], [1.8752, 1.7874, -7.2889], [0.9643, 3.9831, -7.7381], [2.6125, 4.5144, -7.3845], [1.9116, 6.6484, -4.8798], [3.1791, 5.7948, -5.7434], [2.3651, 5.0009, -4.3443]], "largest_force_ev_per_a": 10.986, "charge": -1, "energy_ev": -124197.809}

***

Entry 2:
{"formula": "CH6OP2", "method": "wB97M-V/def2-TZVPD", "elements": ["C", "O", "P", "P", "H", "H", "H", "H", "H", "H"], "coordinates": [[-1.0517, -0.8888, 0.2878], [-0.6276, 1.8540, 0.6154], [1.8623, 0.1763, 0.0703], [-0.1564, 0.5152, -0.5276], [-1.6264, -0.9681, 1.1353], [-0.2073, -1.6510, 0.4486], [-1.6192, -1.3571, -0.6106], [-0.7852, 2.7471, 0.2343], [1.9880, -1.0657, -0.5078], [2.2234, 0.6382, -1.1459]], "largest_force_ev_per_a": 5.378, "smiles": "CP(O)#[PH2]", "energy_ev": -21758.128, "de_lowest_ev": 1.1356}